(1)
86
Properties=species:S:1:pos:R:3:forces:R:3:lowdin_charge:R:1 method="wB97M-V/def2-TZVPD" fmax_ev_per_a=8.18 de_lowest_ev=6.1637 charge=+1 e_tot_ev=-51023.1781 gap_ha=0.271
C 2.91097 -0.68770 -1.01834 -0.9310 3.1903 -7.4726 0.1807
C 2.71608 0.00343 -2.13352 1.3704 -4.5679 5.6976 -0.0565
N 2.58940 0.76764 -3.42822 0.9282 -0.9528 2.5613 0.0994
C 2.54239 2.25683 -3.06636 -0.8981 2.8402 0.5296 -0.1342
O 1.47980 2.86475 -3.84662 1.1994 -0.5200 1.9275 -0.1442
C 0.38377 3.32253 -2.98375 -2.1451 0.3294 0.9423 -0.1260
C -0.57473 2.08243 -2.50037 1.7206 0.8249 -0.1776 -0.1620
O -0.80815 2.25538 -1.07202 -1.0596 -1.1171 -2.1448 -0.1780
C -1.92642 1.41508 -0.65343 -0.6961 -0.6762 1.7334 -0.1745
C -1.44028 -0.09110 -0.28145 0.5250 1.0961 1.0257 -0.1676
O -1.00506 -0.88557 -1.42305 -1.8616 0.4924 0.3887 -0.2358
C -2.10350 -1.23596 -2.30962 -0.2647 -0.5631 -1.9563 -0.2317
C -1.51711 -1.09539 -3.84289 0.4345 0.3877 0.5773 -0.0849
H 3.13539 -1.56388 -0.29291 -0.6141 2.2094 -1.3368 0.1121
H 3.44682 0.63654 -4.01984 -0.9556 -0.3557 0.5527 0.1999
H 1.73187 0.48571 -3.95404 0.4846 0.2556 0.4326 0.1786
H 3.57540 2.72154 -3.28990 -1.7048 -0.8681 -0.0361 0.1718
H 2.35878 2.39841 -1.92218 0.1853 -0.6801 -2.1181 0.1685
H -0.32121 4.03718 -3.57874 1.8784 -1.1902 0.7684 0.1502
H 0.75609 3.89052 -2.03457 -0.4502 -1.0629 -1.7783 0.1479
H 0.05666 1.11723 -2.70008 -1.5553 1.3362 0.3526 0.1011
H -1.54051 2.12495 -3.13368 1.4451 -0.4190 1.1855 0.1406
H -2.81210 1.43142 -1.40249 1.6001 0.0388 1.0499 0.1244
H -2.33151 1.87430 0.34298 0.7425 -0.8673 -1.9044 0.1271
H -0.49107 0.04818 0.39007 -1.6612 -0.3046 -1.3046 0.1423
H -2.21979 -0.62147 0.39189 0.9835 0.8218 -1.3408 0.1225
H -2.48720 -2.33048 -2.17550 0.9323 1.8918 0.1341 0.1332
H -3.03227 -0.56154 -2.22692 1.5659 -0.8802 0.2047 0.1191
H -1.74861 -2.02790 -4.49049 0.3181 1.7941 1.0412 0.0843
H -1.87363 -0.10170 -4.33530 0.4081 -1.9574 0.7175 0.0741
H -0.35619 -0.97593 -3.74186 -2.0070 -0.5004 -0.1774 0.0545
N 7.48873 -1.47378 0.63673 -0.1320 -0.3627 -0.7774 0.0585
C 6.44906 -1.28830 -0.19576 0.5065 -0.0855 0.4457 -0.1626
C 6.34576 -1.88062 -1.44411 0.1439 -0.0458 0.0467 -0.0929
C 7.37606 -2.71135 -1.86442 0.0570 -0.0817 -0.0940 -0.0743
C 8.46265 -2.91942 -1.02658 -0.1917 0.0292 -0.1551 -0.0592
C 8.47124 -2.28431 0.20515 -0.3754 0.4452 0.4191 -0.1270
H 5.67107 -0.62817 0.17646 0.0019 0.0212 -0.0224 0.0871
H 5.48243 -1.69743 -2.07278 0.0331 -0.0135 0.0279 0.0738
H 7.33212 -3.19232 -2.83607 0.0146 0.0317 0.0858 0.1086
H 9.28358 -3.56070 -1.32320 -0.0543 0.0528 0.0487 0.1093
H 9.29692 -2.41830 0.89714 -0.0205 -0.0114 -0.0794 0.1104
N -2.51885 -2.17203 2.89950 0.5211 -0.3840 0.3176 0.0523
C -2.59778 -2.36731 4.22805 -0.0957 0.1961 -0.6491 -0.1476
C -1.71647 -3.16121 4.94432 0.1276 -0.0833 -0.1105 -0.0693
C -0.69402 -3.79622 4.25269 0.0583 -0.0421 0.0566 -0.0765
C -0.58936 -3.61416 2.88012 -0.0383 0.0226 0.1582 -0.0758
C -1.51789 -2.79768 2.25520 -0.5219 0.3403 0.2240 -0.1613
H -3.41530 -1.85274 4.72306 0.0604 -0.0471 0.0307 0.1030
H -1.82640 -3.28073 6.01526 -0.0163 0.0191 -0.0799 0.1052
H 0.01513 -4.42716 4.77839 -0.0663 0.0517 -0.0408 0.1080
H 0.19604 -4.09525 2.30974 -0.0663 0.0193 0.0165 0.0994
H -1.47631 -2.62118 1.18451 0.0604 -0.0871 0.0220 0.0852
N -4.75785 1.90350 1.03229 -0.7795 0.2038 0.0750 0.0563
C -5.33461 2.98319 0.47263 0.3753 -0.5553 0.2007 -0.1472
C -6.66265 3.33196 0.65949 -0.0593 -0.1120 0.0843 -0.0802
C -7.44642 2.51962 1.46700 -0.0711 0.0574 0.1479 -0.0883
C -6.87862 1.39740 2.05617 -0.0394 0.2982 0.0800 -0.0841
C -5.54065 1.13539 1.81158 0.5723 0.2236 -0.1656 -0.1500
H -4.68144 3.58430 -0.15264 -0.0603 0.0362 0.0107 0.1017
H -7.07391 4.21519 0.18577 0.0525 -0.0440 0.0234 0.1068
H -8.49127 2.75834 1.63656 0.0828 -0.0243 -0.0158 0.1149
H -7.46285 0.74255 2.69112 0.0643 0.0182 -0.0567 0.1133
H -5.05014 0.27256 2.25208 -0.0625 0.0066 -0.0205 0.1054
N -7.38899 -1.10520 -1.32503 -0.4247 0.4540 -0.4348 0.0580
C -7.54545 0.18834 -0.98917 0.2363 -0.6396 -0.1150 -0.1431
C -8.37707 1.06549 -1.66720 -0.1040 -0.1130 -0.1699 -0.0683
C -9.08802 0.58544 -2.75887 -0.0571 0.0528 -0.0466 -0.0783
C -8.94448 -0.74496 -3.12926 -0.0090 0.1671 0.0507 -0.0766
C -8.09101 -1.54364 -2.38524 0.3930 0.0686 0.5405 -0.1554
H -6.96705 0.51648 -0.13210 -0.1177 -0.0577 -0.2675 0.0627
H -8.46668 2.09755 -1.35067 0.0234 -0.0761 -0.0052 0.0919
H -9.74833 1.24207 -3.31594 0.0483 -0.0582 0.0423 0.1065
H -9.48394 -1.15172 -3.97601 0.0404 0.0032 0.0664 0.1023
H -7.94802 -2.59102 -2.63297 -0.0491 0.0552 -0.0303 0.1012
N 9.76834 0.03374 5.24517 -0.4552 0.4753 -0.4021 0.0534
C 9.62700 1.32634 5.58911 0.1692 -0.6807 -0.0553 -0.1530
C 8.80932 2.21882 4.91446 -0.0962 -0.0368 -0.1500 -0.0805
C 8.09639 1.75542 3.81700 0.0218 0.0071 0.0369 -0.0876
C 8.22439 0.42574 3.43784 -0.1201 0.2226 0.0110 -0.0833
C 9.06494 -0.38848 4.17963 0.4077 0.1286 0.5650 -0.1546
H 10.20687 1.64125 6.45095 -0.0509 0.0330 -0.0432 0.1024
H 8.73185 3.24980 5.23797 0.0325 -0.0705 0.0054 0.1002
H 7.44655 2.42440 3.26211 0.0489 -0.0399 0.0447 0.0999
H 7.68327 0.03129 2.58642 0.1101 -0.0610 0.0588 0.0646
H 9.19569 -1.43598 3.92532 -0.0467 0.0469 -0.0313 0.0979

***

(2)
19
Properties=species:S:1:pos:R:3:forces:R:3:nbo_charge:R:1 method="wB97M-V/def2-TZVPD" fmax_ev_per_a=1.59 de_lowest_ev=1.0763 charge=+1 multiplicity=2 e_tot_ev=-12960.4782 gap_ha="0.416 / 0.248"
H -1.13715 -1.30929 0.66165 -0.4908 0.1995 0.9356 0.5030
O -0.72672 -1.18680 1.74711 0.0847 -0.7202 -0.9558 -0.8399
O -1.60404 -1.31365 -0.51526 0.4188 -0.2635 -0.3536 -0.5761
H -0.07673 -1.93795 1.76910 0.0742 0.5658 0.2777 0.5533
H -0.19101 -0.37256 1.57426 0.0937 -0.0007 0.1604 0.5292
C -1.40136 -0.26686 -1.14143 -0.7074 -0.3964 0.8956 0.7458
O -1.33138 -0.26978 -2.40727 -0.0453 0.2647 -0.4295 -0.0529
C -1.24232 1.08527 -0.46002 0.7022 0.7733 -1.1962 -0.3289
H -1.23001 1.84941 -1.24821 -0.1733 0.0455 0.0647 0.2253
N 0.02043 1.08424 0.26386 -0.0176 0.1515 0.3421 -0.6497
H -0.05344 1.86233 0.90813 0.1946 0.0438 0.2321 0.3977
H -2.07820 1.30367 0.19347 -0.2956 -0.4199 0.0969 0.2725
C 1.16285 1.32636 -0.63442 -0.2669 -0.1335 -0.0721 -0.4358
H 1.22621 0.50165 -1.34749 0.2134 -0.0070 0.0371 0.1953
H 1.05052 2.24383 -1.20620 -0.1046 0.1824 -0.1282 0.2085
H 2.07372 1.41163 -0.06021 0.2188 -0.1850 0.1429 0.2358
O 1.67894 -2.01528 0.97943 -0.2076 0.1234 -0.1215 -0.9652
H 2.18531 -2.72396 0.56400 0.0105 0.0778 0.0283 0.5067
H 1.67438 -1.27225 0.35950 0.2982 -0.3013 0.0434 0.4755

***

(3)
87
Properties=species:S:1:pos:R:3:forces:R:3:lowdin_charge:R:1 method="wB97M-V/def2-TZVPD" fmax_ev_per_a=1.24 de_lowest_ev=0.8400 charge=-1 multiplicity=6 e_tot_ev=-161368.2865 gap_ha="0.274 / 0.195"
Pt -0.41811 0.91386 3.19613 0.2753 0.2319 0.6972 0.9070
C -3.50966 -0.94143 -3.32175 0.0705 0.1128 0.0563 -0.0599
C -3.21959 0.56028 -3.24742 -0.0497 -0.0733 -0.1460 -0.5477
C -2.10228 0.89108 -4.25112 0.0061 -0.0146 0.0527 -0.0260
C -4.50755 1.31790 -3.60803 0.0911 0.0010 0.0766 -0.0419
C -2.73430 0.98406 -1.87284 -0.0083 0.0704 0.0026 -0.1255
C -2.44756 0.06579 -0.86007 0.1944 -0.0368 0.2075 -0.0497
C -1.88969 0.47974 0.31941 -0.0082 -0.6532 0.0553 -0.3272
Se -1.55725 -0.85780 1.67636 0.2755 0.3062 -0.0698 1.2541
C 0.13078 -1.62176 1.11610 -0.4955 0.0468 -0.2193 -0.3440
C 0.20160 -2.43590 0.02545 -0.0623 0.1827 0.1049 -0.0462
C 1.39937 -3.08448 -0.30176 -0.0036 -0.0054 -0.0238 -0.1242
C 2.50762 -2.90109 0.54239 0.1054 0.0869 0.0966 0.0267
C 2.49491 -2.10309 1.65549 0.1841 -0.0795 0.0686 -0.0539
C 1.25422 -1.41383 1.99258 0.0519 -0.0068 0.1856 -0.3488
O 1.16443 -0.68156 3.01007 0.3624 -0.1430 -0.4847 -0.0907
C 3.73587 -1.87198 2.50589 0.0271 0.0621 0.1215 -0.5228
C 4.95414 -2.61462 1.95053 -0.1889 0.0461 0.0054 -0.0667
C 4.07652 -0.36836 2.51819 -0.1238 -0.0776 -0.0850 -0.0158
C 3.46435 -2.38434 3.93323 -0.0088 0.0352 -0.1284 -0.0285
C 1.54548 -3.90758 -1.56718 0.0110 -0.0999 -0.1301 -0.5443
C 2.24830 -5.23923 -1.25956 -0.0616 0.1098 0.0332 -0.0448
C 0.18900 -4.21582 -2.20860 0.0822 0.0646 0.0748 -0.0588
C 2.38299 -3.08242 -2.55982 -0.0473 0.0315 0.0708 -0.0237
C -1.65671 1.86638 0.60800 -0.0720 0.2074 0.1177 -0.3395
O -1.13199 2.27101 1.68321 0.1512 0.1418 -0.7692 -0.1387
C -2.07424 2.82729 -0.39936 -0.0162 0.2621 -0.0337 -0.0469
C -2.54018 2.34598 -1.59714 0.0197 0.1510 -0.0088 0.0367
C -1.99221 4.32300 -0.10165 0.0450 0.0775 0.1508 -0.5186
C -2.85551 4.62226 1.14130 0.0539 -0.0714 -0.0908 -0.0276
C -2.52893 5.15717 -1.26808 0.0438 -0.1218 0.0392 -0.0678
C -0.53928 4.75818 0.16479 -0.0592 -0.1054 -0.0590 -0.0266
H -3.88891 -1.19122 -4.31329 0.0080 0.0138 -0.0174 0.0840
H -4.26135 -1.23749 -2.58808 0.0039 -0.0559 0.0090 0.0909
H -2.59927 -1.51994 -3.15787 -0.0227 -0.0702 0.0319 0.0789
H -2.36351 0.52651 -5.24682 -0.0429 0.0011 -0.0121 0.0859
H -1.16870 0.42175 -3.93732 0.0422 0.0162 -0.0362 0.0912
H -1.93039 1.96581 -4.31304 0.0222 0.0149 0.0084 0.0848
H -4.92045 0.93561 -4.54310 0.0247 -0.0028 -0.0234 0.0830
H -4.32358 2.38441 -3.73461 -0.0323 0.0223 0.0169 0.0756
H -5.25291 1.18895 -2.82156 -0.0605 0.0097 -0.0327 0.0928
H -2.62668 -0.99051 -0.99972 -0.0290 0.0146 -0.0369 0.0953
H -0.67512 -2.53977 -0.59617 0.0019 -0.0832 -0.0181 0.0977
H 3.43777 -3.37298 0.26318 -0.0322 -0.0230 0.0020 0.0986
H 5.18626 -2.26819 0.94199 0.0798 -0.0519 -0.0188 0.0897
H 4.79767 -3.69579 1.93804 0.0487 -0.0199 -0.0258 0.0839
H 5.81147 -2.40232 2.58964 0.0214 -0.0133 -0.0035 0.0841
H 4.21974 -0.00646 1.49878 0.0563 0.0110 -0.0123 0.0897
H 4.99340 -0.20447 3.08784 0.0196 -0.0225 0.0036 0.0879
H 3.27905 0.21745 2.96129 -0.0106 0.0710 0.0803 0.0632
H 3.20139 -3.44479 3.90870 0.0256 -0.0166 0.0374 0.0882
H 2.64899 -1.83554 4.39467 -0.0180 0.0198 0.0664 0.0797
H 4.35964 -2.26501 4.54626 0.0217 0.0147 -0.0022 0.0848
H 1.71340 -5.77725 -0.47483 0.0182 -0.0695 -0.0119 0.0921
H 3.27596 -5.08808 -0.93223 0.0177 -0.0301 0.0119 0.0744
H 2.27124 -5.86099 -2.15588 0.0090 -0.0018 -0.0158 0.0827
H -0.47709 -4.71163 -1.50019 -0.0574 -0.0122 -0.0252 0.0914
H 0.32839 -4.87656 -3.06486 0.0256 0.0025 -0.0175 0.0838
H -0.28692 -3.30272 -2.56759 -0.0669 -0.0062 -0.0109 0.0776
H 3.38325 -2.89488 -2.16895 0.0208 0.0112 -0.0054 0.0883
H 1.91376 -2.11325 -2.73394 0.0309 0.0221 -0.0336 0.0854
H 2.46992 -3.61605 -3.50894 0.0098 -0.0227 -0.0076 0.0865
H -2.77345 3.05404 -2.37879 -0.0328 -0.0128 0.0222 0.0985
H -3.87548 4.25911 0.99712 -0.0330 0.0465 0.0273 0.0930
H -2.88671 5.69962 1.31453 -0.0192 0.0220 -0.0472 0.0847
H -2.44082 4.14923 2.02633 -0.0320 -0.0342 0.0600 0.0715
H -3.56775 4.90720 -1.49482 -0.0162 0.0347 -0.0367 0.0855
H -1.91985 5.01288 -2.16231 -0.0365 0.0318 -0.0545 0.0872
H -2.48662 6.21451 -1.00511 0.0169 -0.0002 0.0415 0.0843
H -0.10160 4.18650 0.97652 0.0590 0.0115 0.0340 0.0826
H -0.52343 5.81645 0.43449 -0.0326 0.0254 -0.0285 0.0864
H 0.07369 4.60575 -0.72219 0.0379 0.0206 -0.0082 0.0807
F 1.09780 0.97593 0.50677 0.2288 -0.0380 -0.4794 -0.1627
P 1.71535 1.05010 -1.01516 0.1851 0.0293 -0.0416 0.1937
F 2.29910 1.10648 -2.52428 -0.0232 -0.0074 0.0760 -0.1624
F 2.61737 -0.26328 -0.71488 -0.0190 -0.0525 0.0665 -0.1414
F 0.79128 2.33737 -1.31797 -0.0880 0.0509 0.0135 -0.1393
F 0.51190 0.07542 -1.53501 -0.0519 -0.0064 -0.0180 -0.1613
F 2.90678 1.98885 -0.48826 -0.0746 0.0383 -0.0053 -0.1416
O 0.85134 1.97935 5.82812 -0.2764 -0.0068 -0.2375 -0.1133
N 1.71892 2.27871 5.03750 0.7921 0.2626 0.3471 -0.2414
O 1.64710 2.10734 3.82339 -0.9327 -0.2488 0.0933 -0.1270
O -1.33118 -0.56249 4.81929 -0.0552 0.0522 0.1384 -0.4904
S -2.53464 0.30263 4.82329 -1.0741 -0.5101 0.3582 0.0576
O -3.23765 0.31704 3.53857 -0.3075 -0.0237 0.4002 -0.5114
O -3.39272 0.09526 5.95772 0.1364 0.0401 0.1507 -0.3664
S -1.71969 2.22270 4.88900 0.6686 -0.2074 -0.7410 0.5127

***

(4)
19
Properties=species:S:1:pos:R:3:forces:R:3:nbo_charge:R:1 method="wB97M-V/def2-TZVPD" fmax_ev_per_a=3.98 charge=+2 multiplicity=2 e_tot_ev=-11095.5946 gap_ha="0.408 / 0.145"
Rb -16.00686 13.51570 -31.19088 0.7647 0.0882 -0.2045 0.9819
O -16.24676 16.30780 -31.88330 -0.2074 -0.6196 0.1756 -0.9923
H -16.66584 17.14732 -31.69404 -0.0675 0.3596 0.1419 0.5026
H -15.91248 16.40213 -32.77527 0.2375 0.1786 -0.3603 0.4961
O -13.92025 13.20816 -33.30540 -0.5376 0.1426 0.5359 -0.9706
H -14.47942 12.83372 -33.98609 0.0302 -0.1158 -0.5111 0.4817
H -13.14247 12.65025 -33.29996 0.4004 -0.0583 -0.1479 0.4945
O -13.93856 11.74977 -30.25759 -0.5647 0.3056 -0.0911 -0.9748
H -13.26241 11.69027 -30.93250 0.2815 -0.1922 -0.1617 0.4892
H -13.49105 12.13172 -29.50255 0.3054 -0.0743 0.3886 0.4913
C -19.58139 13.58441 -31.64415 -0.0755 -0.1774 0.3383 -0.6582
C -19.75903 13.36214 -30.16461 2.6604 -0.9952 -2.7856 -0.1382
O -18.48999 13.05281 -29.58642 -2.7153 0.6702 -0.6697 -0.2607
H -18.76837 14.29451 -31.79527 -0.3975 0.4791 -0.3760 0.2438
H -20.52998 13.82745 -32.12292 0.1694 0.5650 0.0996 0.2954
H -19.27350 12.66564 -32.14330 0.0942 -0.4194 0.1737 0.2741
H -20.50835 12.59861 -29.95572 -0.4569 -0.5389 0.8979 0.3348
H -20.17060 14.25981 -29.70322 -0.4016 0.9350 1.0445 0.3762
H -18.74186 12.75218 -28.71019 0.4802 -0.5327 1.5119 0.5333